Here is a molecular structure, C48H88N17O3 in a non-equilibrium geometry from the OMol25 dataset. Energies are from wB97M-V/def2-TZVPD.

Structure (XYZ):
```
156
Properties=species:S:1:pos:R:3:lowdin_charge:R:1
N 0.4939 0.6780 -0.4666 -0.49
O 0.8478 -0.3149 -1.0542 -0.10
O -0.6915 0.9624 -0.3745 0.03
O 1.3176 1.3393 0.1581 -0.22
C 1.7352 -1.9754 -0.1668 -0.09
C 1.6110 -3.3959 -0.6675 -0.14
N 2.2964 -4.3200 0.2186 -0.01
C 2.2337 -4.3293 1.6610 0.01
C 3.0792 -5.3223 2.1211 0.04
N 3.7531 -5.8075 1.0267 -0.09
C 3.2771 -5.2197 -0.1392 0.09
C 4.7890 -6.7844 1.0352 0.03
H 1.0270 -1.6993 0.6144 0.06
H 1.6128 -1.2026 -0.9257 -0.07
H 2.7531 -1.8834 0.2122 0.12
H 1.8273 -3.5192 -1.7287 0.09
H 0.5388 -3.5896 -0.7005 0.12
H 1.5519 -3.7156 2.2310 0.10
H 3.2410 -5.7494 3.0998 0.16
H 3.5649 -5.4813 -1.1467 0.18
H 5.1621 -6.9942 0.0327 0.12
H 4.3545 -7.6969 1.4435 0.13
H 5.6391 -6.4718 1.6416 0.13
C -6.5833 -1.5973 -2.2327 0.00
C -5.4763 -0.6133 -2.7909 -0.14
N -4.3366 -0.4767 -1.9406 0.01
C -3.5990 0.6607 -1.5344 -0.16
C -2.4234 0.2666 -0.9819 -0.08
N -2.5324 -1.0908 -0.8607 0.04
C -3.6123 -1.5144 -1.4853 -0.01
C -1.4055 -1.8652 -0.3027 0.02
H -6.9270 -1.1491 -1.3004 0.08
H -6.1739 -2.5910 -2.0509 0.08
H -7.4930 -1.5480 -2.8311 0.11
H -5.8609 0.3859 -2.9953 0.15
H -5.0658 -1.0255 -3.7127 0.12
H -3.8773 1.6561 -1.8478 0.12
H -1.5076 0.7957 -0.7633 -0.23
H -3.8687 -2.5374 -1.7180 0.18
H -0.4581 -1.3661 -0.5066 0.07
H -1.2328 -2.8531 -0.7296 0.13
H -1.3773 -1.8771 0.7868 0.04
C 1.6569 -2.9718 -3.6129 -0.03
C 0.7914 -2.0618 -2.6751 -0.22
N -0.2950 -1.3539 -3.2678 0.03
C -1.3155 -1.9455 -4.0156 0.07
C -2.2482 -0.9361 -4.2921 0.04
N -1.8407 0.2333 -3.6975 -0.04
C -0.5600 -0.0187 -3.1567 0.03
C -2.3688 1.5574 -3.6967 0.01
H 2.4661 -3.4744 -3.0832 0.07
H 2.1732 -2.3772 -4.3666 0.11
H 1.1846 -3.8156 -4.1160 0.12
H 1.5521 -1.4732 -2.1622 -0.01
H 0.4644 -2.8071 -1.9500 0.08
H -1.3228 -2.9695 -4.3588 0.16
H -3.1107 -0.8509 -4.9365 0.16
H 0.0949 0.7652 -2.8059 0.05
H -2.3963 1.9318 -4.7200 0.14
H -1.8182 2.3001 -3.1194 0.09
H -3.3925 1.6148 -3.3269 0.09
C 3.1927 -1.3450 -2.4862 -0.05
C 4.4867 -0.7358 -1.7059 0.00
N 4.1361 0.6967 -1.6565 -0.04
C 4.0127 1.5423 -0.5405 0.07
C 3.4485 2.7619 -0.9869 -0.08
N 3.6809 2.8137 -2.3506 -0.01
C 4.0866 1.5254 -2.7564 0.08
C 3.3688 3.9940 -3.1955 0.04
H 2.7616 -0.8158 -3.3360 0.12
H 2.3911 -1.4083 -1.7503 -0.02
H 3.3754 -2.3317 -2.9119 0.09
H 5.3742 -0.8457 -2.3291 0.15
H 4.5430 -1.2078 -0.7250 0.13
H 4.0358 1.0823 0.4363 0.13
H 3.0694 3.6658 -0.5334 0.14
H 4.3513 1.2287 -3.7605 0.18
H 4.1325 4.7608 -3.0657 0.13
H 2.4582 4.5808 -3.0746 0.06
H 3.3306 3.7091 -4.2469 0.13
C 0.7423 1.9648 -2.0623 -0.06
C 1.0260 3.0687 -1.0511 -0.16
N 0.6425 4.3505 -1.5778 0.00
C 1.4724 5.4887 -1.6680 0.00
C 0.7059 6.4812 -2.3179 0.07
N -0.5954 6.0601 -2.4640 -0.07
C -0.5756 4.7536 -2.0655 0.01
C -1.5992 6.8301 -3.0708 0.03
H 1.3758 1.1004 -1.8635 0.11
H 1.0990 2.2452 -3.0534 0.15
H -0.2852 1.6106 -2.1453 0.06
H 2.0704 3.0892 -0.7397 0.01
H 0.4696 2.7878 -0.1569 0.08
H 2.5028 5.6042 -1.3656 0.14
H 1.0383 7.4534 -2.6509 0.17
H -1.4250 4.0899 -1.9979 0.13
H -2.3354 7.1369 -2.3279 0.13
H -2.1542 6.1421 -3.7085 0.11
H -1.1949 7.4963 -3.8329 0.14
C 3.2259 -1.0993 6.0678 -0.01
C 1.8663 -1.0483 5.2950 -0.12
N 2.0044 -0.2798 4.0146 -0.04
C 2.3113 -0.7663 2.7988 -0.09
C 2.2250 0.1842 1.8350 -0.07
N 1.8280 1.4223 2.4419 0.02
C 1.6361 1.0249 3.7989 0.11
C 1.5148 2.6462 1.8837 -0.06
H 3.7502 -1.9671 5.6674 0.09
H 3.1204 -1.3229 7.1294 0.11
H 3.7777 -0.1595 6.0880 0.10
H 1.0902 -0.4840 5.8121 0.11
H 1.5047 -2.0526 5.0741 0.13
H 2.5154 -1.8184 2.6647 0.14
H 2.5451 0.1450 0.8043 0.11
H 1.2528 1.7188 4.5324 0.18
H 0.6942 2.4760 1.1867 -0.02
H 2.3397 3.0787 1.3175 0.14
H 1.2873 3.3243 2.7061 0.15
C -0.7950 3.4264 1.4617 -0.05
C -2.1432 3.3646 0.7226 -0.09
N -2.8583 2.1267 0.9953 -0.01
C -3.8092 1.5740 0.1691 -0.08
C -4.4110 0.5505 0.9193 0.03
N -3.9362 0.4941 2.2338 -0.01
C -2.9680 1.4458 2.2398 0.02
C -4.1427 -0.5108 3.2363 -0.01
H -0.3272 4.3990 1.3091 0.14
H -0.2224 2.5908 1.0593 -0.01
H -0.7919 3.4105 2.5516 0.12
H -1.9435 3.5198 -0.3377 0.09
H -2.9112 4.1054 0.9450 0.16
H -4.0402 2.1211 -0.7330 0.13
H -5.0860 -0.2337 0.6097 0.14
H -2.4822 1.7512 3.1548 0.16
H -3.8461 -1.5249 2.9685 0.02
H -5.1942 -0.7251 3.4275 0.15
H -3.5704 -0.2549 4.1280 0.11
C -0.2270 -0.0799 1.4168 -0.04
C -0.0690 -1.3935 2.2393 -0.16
N -1.2143 -1.6323 3.0306 0.00
C -2.3474 -2.3730 2.7437 -0.02
C -3.2144 -2.6063 3.8727 0.02
N -2.5461 -1.8719 4.8435 -0.11
C -1.3638 -1.3162 4.3768 0.05
C -2.9822 -1.8910 6.2537 0.06
H 0.7269 0.2409 0.9982 0.04
H -0.5783 0.6714 2.1239 0.12
H -0.9939 -0.2087 0.6529 0.08
H 0.7381 -1.1368 2.9255 0.07
H 0.1160 -2.3236 1.7020 0.12
H -2.3275 -2.8838 1.7923 0.14
H -4.1578 -3.0966 4.0628 0.19
H -0.5819 -0.8091 4.9225 0.13
H -2.5560 -2.8296 6.6078 0.12
H -4.0355 -1.9509 6.5277 0.13
H -2.5322 -1.1013 6.8554 0.12
```

For the HOMO energy, the calculation gives -23.28 eV. The calculation puts the relative energy (zero: lowest compared OMol25 entry of this formula, charge and spin) at 5174.8 kJ/mol. As for the largest force on an atom: 16.89 eV Å⁻¹. The charge is +7.

Here is 9 unconnected molecules or ions with the total composition C48H92BrN3O12S2 in a non-equilibrium geometry from the OMol25 dataset. Energies are from wB97M-V/def2-TZVPD.

Structure (XYZ):
```
158
Properties=species:S:1:pos:R:3:lowdin_charge:R:1
C -6.0331 -1.6367 2.2004 -0.11
C -6.1719 -1.8987 0.6939 -0.27
C -5.3682 -3.1129 0.2508 -0.24
C -5.5352 -3.4095 -1.2457 -0.21
C -4.4695 -4.4326 -1.7053 -0.20
C -3.2500 -3.7320 -2.3355 -0.19
C -1.9124 -4.4313 -2.0181 -0.19
C -0.7933 -3.4515 -1.6372 -0.19
C 0.1110 -3.9599 -0.4924 -0.19
C -0.1351 -3.2384 0.8462 -0.20
C 1.1405 -2.7535 1.5016 -0.17
C 0.8838 -2.1391 2.9082 -0.10
C 1.5965 -0.8297 3.0246 -0.08
C 2.9605 -0.8134 3.3066 -0.26
O 3.6242 -2.0119 3.5024 0.04
C 3.6831 0.3683 3.3806 -0.05
C 3.0293 1.5703 3.1437 -0.68
Br 4.0171 3.1861 3.1902 0.79
C 1.6611 1.5815 2.8588 -0.46
C 0.9327 0.3934 2.8060 -0.15
N -0.4582 0.3329 2.5273 -0.04
O -1.2238 0.0389 3.6796 -0.06
C -1.3272 1.1066 4.6127 -0.12
C -2.7649 1.6323 4.7614 -0.39
C -3.5305 1.0156 5.9122 -0.04
O -3.5178 1.4931 3.5598 -0.02
C -1.0352 1.3520 1.7207 -0.16
C -2.1674 1.0042 0.9653 -0.18
C -2.7460 -0.3826 0.9995 -0.02
C -2.7771 1.9512 0.1470 -0.02
C -2.2902 3.2500 0.0838 -0.02
C -1.1697 3.6195 0.8276 -0.22
C -0.6398 5.0429 0.7363 -0.21
C -1.7337 6.1186 0.6580 -0.43
S -1.6920 7.1188 -0.8515 1.02
C -2.3192 6.0853 -2.0779 -0.70
N -1.6773 5.6884 -3.1316 0.06
N -2.5410 4.9442 -3.8671 0.06
C -3.6506 4.9184 -3.2114 -0.18
O -3.5939 5.6225 -2.0763 0.03
C -0.5378 2.6570 1.6362 -0.36
S 0.8980 3.1508 2.5447 1.02
H -5.0398 -1.8827 2.5578 0.06
H -6.2427 -0.5935 2.4232 0.07
H -6.7808 -2.2147 2.7380 0.07
H -7.2189 -2.0683 0.4559 0.11
H -5.8133 -1.0317 0.1426 0.09
H -5.6796 -3.9920 0.8118 0.12
H -4.3055 -2.9297 0.4202 0.10
H -5.4112 -2.4650 -1.7716 0.10
H -6.5245 -3.8226 -1.4250 0.11
H -4.1558 -4.9687 -0.8120 0.10
H -4.9163 -5.1351 -2.4022 0.10
H -3.2464 -2.7026 -1.9776 0.09
H -3.4320 -3.6855 -3.4067 0.09
H -1.6417 -5.0326 -2.8822 0.10
H -2.1091 -5.1204 -1.1991 0.10
H -0.1949 -3.2665 -2.5268 0.11
H -1.2544 -2.5079 -1.3533 0.08
H 1.1490 -3.8627 -0.8071 0.10
H -0.0750 -5.0249 -0.3818 0.10
H -0.7743 -2.3843 0.6422 0.08
H -0.6792 -3.9262 1.4914 0.12
H 1.5797 -1.9914 0.8618 0.10
H 1.8478 -3.5766 1.5883 0.12
H 1.2073 -2.8222 3.6851 0.12
H -0.1850 -1.9964 3.0067 0.10
H 3.8665 -2.3264 2.6225 0.10
H 4.7435 0.3581 3.5764 0.11
H -0.6591 1.9345 4.3936 0.10
H -1.0198 0.7129 5.5816 0.13
H -2.6752 2.6991 4.9800 0.14
H -2.9957 1.1454 6.8485 0.08
H -3.7903 -0.0227 5.7297 0.09
H -4.4644 1.5642 6.0172 0.08
H -3.6692 2.3657 3.1971 0.09
H -2.2590 -1.0300 1.7130 0.07
H -3.8131 -0.3440 1.1883 0.06
H -2.6088 -0.8301 0.0127 0.08
H -3.6323 1.6474 -0.4382 0.12
H -2.7995 3.9582 -0.5486 0.09
H 0.0172 5.1231 -0.1262 0.12
H -0.0357 5.2400 1.6155 0.06
H -1.5460 6.8611 1.4284 0.07
H -2.7299 5.7364 0.8464 0.08
H -4.5529 4.4069 -3.4750 0.13
C 4.5390 0.2855 -1.4998 -0.08
C 3.8763 -0.0114 -0.1691 -0.31
O 4.0820 -1.3738 0.2255 -0.09
H 4.1464 -0.3734 -2.2748 0.08
H 4.3686 1.3202 -1.7992 0.08
H 5.6169 0.1163 -1.4404 0.07
H 2.7990 0.1404 -0.2323 0.11
H 4.2683 0.6455 0.6138 0.10
H 5.0322 -1.5117 0.2930 0.09
C -4.2074 -5.9032 -7.0815 -0.09
C -3.3382 -4.9601 -6.2720 -0.32
O -2.3252 -5.6611 -5.5482 -0.09
H -4.6772 -6.6375 -6.4247 0.08
H -4.9829 -5.3669 -7.6188 0.05
H -3.6077 -6.4542 -7.8105 0.07
H -3.9345 -4.4250 -5.5343 0.10
H -2.8622 -4.2212 -6.9268 0.11
H -1.7803 -6.1244 -6.1904 0.08
C -1.4587 11.3844 0.2283 -0.09
C -2.6694 11.3039 -0.6844 -0.32
O -2.4524 10.4131 -1.7718 -0.10
H -0.5821 11.7082 -0.3332 0.08
H -1.6288 12.0841 1.0484 0.07
H -1.2315 10.4035 0.6534 0.06
H -2.8842 12.2786 -1.1201 0.11
H -3.5523 10.9826 -0.1198 0.11
H -2.2738 9.5413 -1.4015 -0.01
C -8.1812 -7.1930 -9.6587 -0.09
C -7.6666 -5.7708 -9.5336 -0.31
O -6.2424 -5.7260 -9.5100 -0.10
H -7.8146 -7.8020 -8.8321 0.08
H -9.2720 -7.2180 -9.6567 0.07
H -7.8274 -7.6506 -10.5853 0.07
H -8.0060 -5.3226 -8.6006 0.11
H -8.0384 -5.1577 -10.3621 0.11
H -5.9188 -6.1094 -10.3326 0.06
C -2.9945 -4.6164 -12.8981 -0.09
C -3.6530 -4.8745 -11.5557 -0.32
O -3.5307 -6.2408 -11.1606 -0.09
H -3.4326 -5.2560 -13.6647 0.08
H -3.1132 -3.5750 -13.1998 0.07
H -1.9266 -4.8428 -12.8540 0.07
H -4.7198 -4.6643 -11.6066 0.10
H -3.2190 -4.2329 -10.7825 0.11
H -2.5947 -6.4499 -11.0954 0.08
C 7.1731 3.3962 6.3986 -0.08
C 7.8885 3.1311 5.0880 -0.32
O 7.3821 1.9666 4.4414 -0.10
H 7.2758 2.5387 7.0607 0.06
H 7.5814 4.2755 6.8993 0.08
H 6.1044 3.5562 6.2347 0.07
H 8.9467 2.9511 5.2676 0.08
H 7.7953 3.9885 4.4111 0.11
H 6.4476 2.1189 4.2698 0.00
C 10.6528 0.6411 8.8372 -0.08
C 9.6892 1.6686 8.2751 -0.33
O 8.7435 2.1049 9.2487 -0.08
H 10.1054 -0.2246 9.2115 0.08
H 11.3607 0.3106 8.0757 0.07
H 11.2189 1.0594 9.6726 0.08
H 9.1188 1.2422 7.4507 0.10
H 10.2407 2.5361 7.8943 0.10
H 9.2327 2.4949 9.9788 0.08
C 11.5469 1.9168 4.6866 -0.09
C 12.4107 2.7816 5.5854 -0.32
O 13.3510 2.0060 6.3251 -0.08
H 11.0118 1.1702 5.2753 0.07
H 10.8206 2.5211 4.1430 0.07
H 12.1611 1.3800 3.9600 0.08
H 11.7981 3.3024 6.3201 0.10
H 12.9449 3.5336 4.9950 0.11
H 13.9137 1.5466 5.6951 0.08
```

For the HOMO energy, the calculation gives -8.04 eV. As for the largest force on an atom: 1.05 eV Å⁻¹. The charge is 0.

Here is 12 unconnected molecules or ions with the total composition C48H93NO11 in a non-equilibrium geometry from the OMol25 dataset. Energies are from wB97M-V/def2-TZVPD.

Structure (XYZ):
```
153
Properties=species:S:1:pos:R:3:lowdin_charge:R:1
C -3.9608 -1.2041 3.5382 -0.07
C -2.6988 -1.4820 2.9703 -0.13
C -2.5248 -2.8445 2.8448 -0.13
N -3.6921 -3.4437 3.2554 0.02
C -4.5362 -2.4912 3.6684 -0.14
H -4.3502 -0.2031 3.6514 0.09
H -1.9173 -0.7535 2.8123 0.07
H -1.6325 -3.4362 2.7035 0.09
H -3.8550 -4.4404 3.2713 0.15
H -5.5035 -2.8118 4.0263 0.11
C 5.5753 0.0256 0.4716 -0.18
C 4.5383 0.7077 1.3210 -0.15
C 3.9652 -0.3724 2.3046 -0.13
O 4.8565 -1.4897 1.9847 -0.16
C 5.3648 -1.4457 0.6789 -0.22
H 6.5599 0.4218 0.7200 0.12
H 5.3946 0.2788 -0.5731 0.09
H 3.7432 1.1017 0.6880 0.09
H 4.9640 1.4599 1.9852 0.11
H 2.9462 -0.7143 2.1232 0.09
H 4.1721 -0.2323 3.3656 0.11
H 4.5827 -1.8527 0.0379 0.11
H 6.2846 -1.9975 0.4854 0.13
C 0.3072 -3.3541 -3.9418 -0.18
C 0.9228 -3.6252 -2.5517 -0.16
C 1.3679 -5.1163 -2.6820 -0.16
O 1.2062 -5.5019 -4.0875 -0.15
C 1.0040 -4.3136 -4.8769 -0.20
H 0.5548 -2.3609 -4.3165 0.10
H -0.7727 -3.4648 -3.8440 0.11
H 0.1926 -3.5771 -1.7439 0.10
H 1.7636 -2.9388 -2.4519 0.10
H 0.6295 -5.7097 -2.1428 0.11
H 2.4393 -5.1604 -2.4862 0.12
H 0.3726 -4.5033 -5.7449 0.11
H 1.9693 -3.9374 -5.2156 0.12
C 0.2869 -0.0545 0.7186 -0.14
C 0.9984 -0.9818 -0.2818 -0.16
C 0.5373 -0.5115 -1.6028 -0.24
O 0.0961 0.8266 -1.4067 -0.15
C 0.3849 1.2201 -0.0407 -0.17
H 0.7989 -0.0118 1.6799 0.09
H -0.7412 -0.3938 0.8449 0.11
H 0.8509 -2.0524 -0.1396 0.10
H 2.0675 -0.7976 -0.1755 0.10
H -0.3074 -1.1266 -1.9129 0.11
H 1.2924 -0.5453 -2.3882 0.11
H -0.3246 1.9702 0.3088 0.12
H 1.4184 1.5666 -0.0307 0.11
C 4.0911 1.1870 -3.8827 -0.16
C 5.4010 1.8318 -3.4935 -0.18
C 5.0404 2.8606 -2.4421 -0.22
O 3.6398 2.8675 -2.3441 -0.15
C 3.0896 1.5689 -2.7764 -0.14
H 4.2443 0.1084 -3.8497 0.10
H 3.7864 1.4686 -4.8906 0.11
H 5.9133 2.2055 -4.3801 0.11
H 6.1396 1.0915 -3.1862 0.10
H 5.4361 3.8535 -2.6560 0.12
H 5.3842 2.5713 -1.4490 0.10
H 2.0854 1.7138 -3.1749 0.11
H 3.0081 0.9359 -1.8928 0.09
C -4.7674 4.3692 2.3145 -0.16
C -4.9381 3.2250 1.3155 -0.16
C -3.5120 2.9748 0.9089 -0.22
O -2.9831 4.2823 0.8235 -0.16
C -3.5179 5.0991 1.8553 -0.19
H -4.6745 4.0075 3.3385 0.11
H -5.5706 5.1053 2.2826 0.11
H -5.5227 3.5249 0.4458 0.12
H -5.4153 2.3493 1.7554 0.11
H -3.5369 2.5231 -0.0827 0.10
H -2.9894 2.3379 1.6225 0.12
H -3.7707 6.0501 1.3867 0.12
H -2.8728 5.2914 2.7126 0.11
C -0.8762 0.2740 -6.3455 -0.12
C -0.9346 -1.0728 -7.1017 -0.18
C -1.8593 -1.9387 -6.3390 -0.24
O -1.6862 -1.5696 -4.9657 -0.17
C -1.6087 -0.1329 -5.0518 -0.19
H -1.4333 1.0434 -6.8802 0.11
H 0.1828 0.5250 -6.2863 0.10
H 0.0129 -1.6086 -7.0457 0.11
H -1.3322 -1.0274 -8.1156 0.12
H -1.6572 -3.0041 -6.4498 0.12
H -2.8898 -1.8521 -6.6836 0.12
H -1.0177 0.2746 -4.2315 0.11
H -2.6140 0.2565 -4.8910 0.12
C 0.2903 -5.1319 1.3975 -0.15
C 1.5585 -5.6929 0.7480 -0.19
C 2.0776 -6.6440 1.7806 -0.21
O 1.6751 -6.1020 3.0389 -0.13
C 0.8461 -4.9268 2.8414 -0.18
H -0.5856 -5.7800 1.3652 0.11
H -0.0865 -4.1611 1.0753 0.08
H 2.2470 -4.8881 0.4908 0.12
H 1.4326 -6.2126 -0.2019 0.09
H 3.1575 -6.6293 1.6329 0.12
H 1.7608 -7.6745 1.6205 0.12
H 1.4480 -4.0191 2.8845 0.10
H 0.1125 -4.7891 3.6358 0.10
C -3.6291 -1.3564 -1.6319 -0.14
C -5.0317 -1.5292 -0.9254 -0.13
C -5.1272 -0.4197 0.1136 -0.20
O -3.9923 0.3834 -0.1366 -0.18
C -3.5214 0.1286 -1.4883 -0.20
H -3.4770 -1.6522 -2.6699 0.10
H -2.8107 -1.9080 -1.1692 0.10
H -5.1491 -2.5092 -0.4627 0.10
H -5.8275 -1.4371 -1.6645 0.11
H -5.0284 -0.6950 1.1636 0.09
H -6.0489 0.1588 0.0520 0.11
H -2.4721 0.3933 -1.6187 0.10
H -4.1341 0.7023 -2.1836 0.13
C -0.5144 4.5184 -1.2216 -0.18
C -0.8944 5.8565 -1.7169 -0.17
C -2.2626 5.5973 -2.2738 -0.22
O -2.0032 4.4188 -2.9687 -0.12
C -1.3014 3.5775 -2.0790 -0.21
H -0.7654 4.3963 -0.1679 0.08
H 0.5611 4.3977 -1.3512 0.12
H -0.2387 6.1566 -2.5342 0.12
H -0.8508 6.6893 -1.0150 0.12
H -2.5589 6.3623 -2.9915 0.12
H -3.0768 5.4741 -1.5597 0.12
H -0.6301 3.0217 -2.7336 0.11
H -1.9013 2.7676 -1.6639 0.10
C 1.5707 3.5508 4.6123 -0.16
C 1.1531 2.9964 3.2503 -0.16
C 0.1508 4.0291 2.7330 -0.22
O -0.0408 4.9534 3.7528 -0.13
C 1.1003 4.9834 4.5846 -0.20
H 2.6349 3.3413 4.7209 0.11
H 1.0127 3.0744 5.4183 0.11
H 0.5626 2.0955 3.4167 0.09
H 1.9398 2.7772 2.5284 0.11
H -0.8180 3.6616 2.3948 0.10
H 0.5540 4.5460 1.8622 0.11
H 0.7614 5.2008 5.5975 0.12
H 1.8198 5.7188 4.2247 0.12
C 0.6236 -1.3665 4.1786 -0.16
C 1.7696 -0.6712 4.9430 -0.17
C 1.1435 -0.5683 6.3365 -0.18
O -0.0987 -1.3171 6.3404 -0.14
C -0.0759 -2.2394 5.2273 -0.17
H 1.0264 -1.8430 3.2849 0.09
H -0.0873 -0.6221 3.8199 0.09
H 2.0596 0.2948 4.5296 0.08
H 2.7299 -1.1862 4.9684 0.10
H 1.0171 0.4866 6.5803 0.11
H 1.9018 -1.0006 6.9893 0.11
H -1.1020 -2.4933 4.9615 0.10
H 0.3773 -3.1417 5.6379 0.12
```

For the HOMO energy, the calculation gives -8.40 eV. As for the largest force on an atom: 3.13 eV Å⁻¹. The charge is 0.